47
Properties=species:S:1:pos:R:3 method="wB97M-V/def2-TZVPD" homo_lumo_gap_ev=8.06 de_lowest_kj_mol=249.3 lumo_ev=0.2
C 3.87875 1.31250 1.31357
H -0.45119 1.04840 -1.73526
C 0.32340 -1.42191 -3.93699
H 4.27318 2.10387 1.93429
O -0.34039 1.32592 1.80521
C 2.85889 -0.70467 -0.26520
C -1.23519 -2.21040 -2.35079
H -7.33217 0.54906 4.56404
H 6.78637 -0.01571 0.21418
O -4.57201 -0.90749 0.92692
H -3.23384 1.68232 3.99633
C 4.21491 -0.44674 -0.26222
C -6.32153 0.69720 4.23737
H -0.45901 -3.41353 -3.96897
C 1.99810 0.05006 0.52820
C 2.51904 1.06562 1.32219
H -1.85788 -3.00100 -1.96157
C -3.99208 -0.18931 1.71546
H 6.43008 1.66318 -0.18938
C 1.69683 -0.07722 -5.04653
C -4.64523 0.38866 2.90501
C -4.20521 1.24235 3.89149
H 6.55415 1.17970 1.49930
C -1.76395 -0.12749 0.60638
H 1.85952 1.65486 1.93657
H 4.87022 -1.04089 -0.88290
C -0.45388 -2.45655 -3.47537
C -0.41543 0.41057 1.00124
C -0.44302 0.07609 -2.19866
H 2.79380 -0.11620 -4.95072
C 4.74737 0.56524 0.52785
N 0.63483 -0.25928 0.47474
H -5.32495 2.04753 5.63719
C -5.30000 1.44002 4.75617
C -1.22438 -0.98110 -1.69470
O 1.17284 -1.38745 -5.00920
N -2.67517 0.16124 1.61626
H 1.43347 0.39756 -6.00514
O -5.93576 0.06697 3.13008
H -2.27110 0.77404 2.31890
H 0.40752 -1.02872 -0.14133
C 6.21631 0.85956 0.51626
H -3.07294 -1.19696 -0.59822
H 2.45665 -1.49379 -0.88646
C 0.31743 -0.17210 -3.31035
C -2.07443 -0.78869 -0.52365
O 1.15707 0.67468 -3.98158

***

59
Properties=species:S:1:pos:R:3 method="wB97M-V/def2-TZVPD" homo_lumo_gap_ev="3.72 / 3.76" lumo_ev="0.7 / 0.6" total_charge=-1
Br -0.73119 1.47231 0.75220
C -0.67959 -3.42721 -1.72562
C -3.05275 2.16779 6.90660
O -1.00799 -1.35226 0.71449
O 4.18643 -2.38512 3.73073
H -3.98696 2.04179 4.98422
H 3.73687 -1.52773 3.73666
H 0.27486 1.99062 7.46794
Te 2.84055 5.05453 -5.41671
H -1.86350 2.25225 8.69550
C -0.95386 1.02517 2.62202
C -2.07131 -5.73507 -1.01370
H -2.74371 2.10520 2.86082
C 3.22876 -0.76619 1.50329
O -0.72177 -0.42563 -1.65265
S -0.27853 -2.63381 0.80987
O -0.20480 -1.93356 -3.91427
C 4.90670 -4.68676 1.02774
N 1.09255 -0.05706 2.12360
C -0.95209 -3.72706 -0.38779
C 4.76954 -4.14760 2.29513
Te 1.35036 2.06132 -1.19894
H -1.76487 -5.07941 1.03339
H 5.26392 -5.70309 0.91477
Mo 0.85413 -0.10630 0.06112
C -1.82898 -5.43933 -2.34476
Te 1.20795 0.79664 -3.28146
N 2.15067 -0.90175 2.52220
H 4.70585 -4.34522 -1.08525
C 0.11267 0.18418 2.99147
H -2.60419 -6.63787 -0.74582
C -3.05140 2.01585 5.53065
H -3.99017 2.31729 7.42860
H 3.93469 -0.02010 1.90007
C -1.62159 -4.87728 -0.01985
H 1.82080 -1.86243 2.59782
C 4.28494 -2.85426 2.45243
H -0.93403 -4.07047 -3.74690
C -1.12637 -4.29532 -2.70944
O 2.71262 -0.22763 0.33530
O 1.08092 -2.37036 0.26799
H -2.18391 -6.10543 -3.12058
C 3.91470 -2.10517 1.33272
C -1.89745 1.66188 3.37406
C -1.85774 1.81454 4.82372
H 3.81667 -2.04912 -0.79246
H 0.33818 -1.48628 -4.56207
C 4.58151 -3.93300 -0.09243
C -1.86119 2.13721 7.61912
H 0.11282 -0.32646 3.94721
As 0.16168 -1.75076 -2.18452
H 0.28506 1.75297 5.03379
H 5.01804 -4.71504 3.18295
Te 2.07890 3.40503 -3.49236
O 1.79188 -1.37536 -2.15549
C 4.08813 -2.64757 0.06732
C -0.66129 1.82161 5.55381
C -0.66530 1.97722 6.93042
O -0.29972 -3.21879 2.12162

***

52
Properties=species:S:1:pos:R:3 method="wB97M-V/def2-TZVPD" homo_lumo_gap_ev="5.35 / 5.37" de_lowest_kj_mol=61.0 lumo_ev="-11.1 / -11.3" s2=2.064 total_charge=+3 multiplicity=3
C 1.51057 -0.73194 -5.05099
H -3.90803 -4.33504 -0.23369
C 1.64827 0.80876 7.02241
C 1.12577 0.90976 -3.33109
H 3.20437 -0.57334 2.80781
H 3.73377 0.32636 7.21651
H 2.64707 -1.86484 -1.58609
H 2.01707 2.38796 -6.23079
C -2.20803 -3.06064 -0.22499
C 1.45177 -0.25684 1.80871
C 1.77147 1.59996 -5.53859
C 1.20317 -0.42674 -3.72949
C -4.87873 0.75916 -0.51699
N -3.49513 -3.40594 -0.28379
C 1.89767 -0.84974 0.61331
C 2.20487 -0.16954 2.95901
C 1.43857 1.91926 -4.22949
H 0.90227 -2.52494 -3.24249
H -0.37823 1.31396 6.51321
C 0.57767 0.98226 6.13791
N -2.12003 -1.73704 -0.34639
C -2.58313 2.10556 -0.85539
H -0.10463 0.90586 4.14381
O -0.42653 -1.26284 -2.32209
H -1.65993 2.65886 -1.01349
C 0.84567 -1.53734 -2.74589
C 0.73497 0.73986 4.79571
C -3.65793 0.08056 -0.64309
H 0.85247 2.21496 -1.96019
H 2.92507 -1.20684 0.59871
O 0.74027 1.24806 -2.01299
Br -0.38583 0.45256 1.61581
C 1.97077 0.26386 4.28561
N -4.26083 -2.34364 -0.44069
C 1.79157 0.27826 -5.95439
N -4.90963 2.06756 -0.48009
Mo -0.71503 -0.28334 -0.86489
C 2.89867 0.42146 6.53831
H -5.81083 0.22086 -0.41809
C -3.79163 2.75326 -0.64069
N 1.68227 -1.55004 -1.56099
N -2.49673 0.76166 -0.83629
H 1.53437 -1.76504 -5.36549
H -1.38743 -3.74414 -0.08419
H 1.50757 0.98826 8.07791
H 2.02017 0.02316 -6.97609
C -3.43513 -1.32964 -0.48639
H 1.40687 2.95546 -3.91479
N 1.15627 -0.99314 -0.46649
H 4.02307 -0.17214 4.83651
C 3.05857 0.14606 5.20171
H -3.86953 3.83106 -0.58519

***

47
Properties=species:S:1:pos:R:3 method="wB97M-V/def2-TZVPD" homo_lumo_gap_ev=9.14 de_lowest_kj_mol=0.0 smiles="C[C@H]1C=CC[C@@H]2C(=O)N(c3cccc(C(=O)Nc4ccc(Br)cc4)c3)C(=O)[C@@H]21" lumo_ev=0.5
H -4.78224 -3.83293 2.81303
C -3.70472 -1.03968 4.34966
C 5.25588 1.87481 -0.80806
C -0.50513 -0.16315 -1.16693
C -1.91404 -1.92544 -0.35578
H 5.71053 2.53135 -0.07026
C 1.91395 0.03688 -0.78536
C -3.00429 -1.06126 -0.38157
H 3.70208 3.12142 -3.17428
C 2.70836 2.89277 -2.78074
C -4.50351 -2.13739 4.07688
C 3.78926 1.62622 -0.44458
H -1.45347 1.72656 -1.50329
H 3.80929 -0.09951 -1.72874
C 2.54755 3.51126 -1.42738
C -3.03442 -2.72130 2.25534
C 1.03153 1.07223 -2.65752
C -4.16430 -2.97482 3.03278
C -0.66718 -1.48422 -0.77583
H -1.31859 -1.44842 2.01182
H 3.76419 1.11574 0.52423
H 2.93520 3.36430 0.62991
C -2.56363 -0.78695 3.60716
O -1.73571 -4.27486 -0.67783
H 5.34415 2.34479 -1.78314
N 0.78229 0.29673 -1.53861
H 2.02173 4.45182 -1.36680
C 3.03895 2.92268 -0.34929
H -1.93518 0.05681 3.84573
H 0.16825 -2.16629 -0.77586
O 0.19944 1.44021 -3.44123
C -2.22367 -1.63083 2.56787
Br -4.17335 0.12754 5.77841
H -2.99691 -4.56541 1.34862
H -3.98015 -1.41380 -0.08228
C 2.52127 1.36715 -2.70775
O 1.92285 -0.57878 0.24702
H -5.38146 -2.33384 4.67244
H -3.68387 0.91273 -0.83522
H 5.80747 0.93757 -0.82093
C -2.08459 -3.35633 0.03086
C -1.58826 0.70553 -1.18460
H 2.91238 0.92438 -3.62827
C 3.10182 0.69207 -1.46439
C -2.83723 0.24414 -0.80661
N -2.72823 -3.59755 1.21398
H 1.97566 3.29509 -3.48262

***

50
Properties=species:S:1:pos:R:3 method="wB97M-V/def2-TZVPD" homo_lumo_gap_ev=9.36 smiles="CN1C(=O)CN[C@](c2ccccc2)([C@H](Oc2ncc(Br)cn2)C(=O)O)c2ccccc21" lumo_ev=0.3
C 0.57282 3.96187 1.07277
C -0.40670 -2.48302 0.58598
H 0.68128 -1.05468 5.81182
C -1.35381 0.07430 -2.52899
H -2.45546 -0.82159 0.59956
H -1.51528 3.97158 1.36318
C -2.36020 -0.78207 -0.53990
N 0.86630 -1.13271 3.76564
O -1.07292 -3.12768 1.34652
H -1.64027 2.15483 -4.27913
H -4.57331 -0.84059 -3.06808
C 1.62831 3.20073 0.63293
O 1.82931 1.44770 -3.55090
H 0.63612 5.02127 1.40245
C 1.15811 -1.57183 5.02325
H 2.11204 -0.48975 -0.51420
Br 2.48290 -3.04101 7.04774
N 1.26350 -0.69596 -1.05805
C -1.17677 -0.41997 -1.24644
C 0.11969 -1.07608 0.95368
N -0.39900 0.91602 -3.17586
H -1.92630 1.58941 0.64706
H -2.67362 0.15371 -4.17369
H 0.64710 -2.16391 -0.95118
C -0.94775 2.04800 0.52633
C 1.46470 -1.75076 2.72033
C -0.70666 3.38263 0.98449
H 0.90009 -1.39244 -2.84917
O 0.06443 -2.88897 -0.63950
C 0.14369 1.22143 0.09146
H 2.67246 3.47621 0.63490
C -2.57013 -0.08998 -3.15626
H 3.33430 -3.83378 4.47096
C -3.67930 -0.65740 -2.51015
C 1.45979 -0.62893 -2.45290
H -1.09095 2.93586 -2.83050
H -0.57513 -0.71099 1.63506
C 0.98676 0.69289 -3.13222
C -0.00634 -0.22936 -0.31624
N 2.37108 -2.71207 2.92674
C -3.53390 -0.94484 -1.15516
O 1.51486 -1.15665 1.54409
H 0.02852 2.79633 -3.99154
H 2.48123 -0.88504 -2.73327
C 2.64757 -3.13116 4.15834
C 1.40079 1.90347 0.09276
H -4.38204 -1.31960 -0.73819
C 2.01833 -2.61760 5.26605
C -0.82296 2.25301 -3.58325
H 2.38269 1.44921 -0.12929